[1]
Here is a cluster of 2 separate species, C2H6Br2N in total in a non-equilibrium geometry from the Open Molecules 2025 dataset. Energies are from ωB97M-V/def2-TZVPD.

The value obtained for the HOMO energy is -14.0 eV. The calculation puts the LUMO energy at -6.690 eV. Its charge is +1.

Structure (XYZ):
```
11
Properties=species:S:1:pos:R:3:forces:R:3
C -1.00509 -1.08262 0.10862 1.4 0.1 3.3
C 0.76922 1.82054 -0.42134 -0.5 -0.4 3.3
N 0.38842 -0.51285 0.25720 -0.1 0.1 -0.7
Br -1.01974 -2.87725 1.07150 -0.1 1.3 -0.4
Br 0.14797 2.11238 -2.07437 0.4 -0.2 0.3
H -1.70290 -0.38284 0.57545 0.0 -0.5 0.0
H -1.31756 -1.40299 -0.83701 0.2 0.2 -1.6
H 1.80156 1.65938 -0.04635 -0.4 -0.1 -1.4
H 0.19410 2.21722 0.49445 0.3 -0.7 -1.9
H 0.98442 -1.08144 -0.40092 -0.2 0.9 1.4
H 0.75958 -0.46955 1.27276 -0.9 -0.6 -2.3
```
Positions in Å, forces in eV/Å.

=====

[2]
Here is a cluster of 2 separate species, C2H6BrIO2Si in total in a non-equilibrium geometry from the Open Molecules 2025 dataset. Energies are from ωB97M-V/def2-TZVPD.

The value obtained for the HOMO energy (alpha / beta) is -6.7 / -6.7 eV. The calculation puts the LUMO energy (alpha / beta) at -4.003 / -4.014 eV.

Structure (XYZ):
```
13
Properties=species:S:1:pos:R:3:forces:R:3
C 0.81927 -2.04762 -1.22966 1.8 -0.8 0.9
C -1.04403 1.05103 1.32929 -0.5 -2.0 -2.1
O 1.78312 -1.03298 -0.69048 0.0 -1.6 -0.6
O 0.04675 0.15192 0.85547 0.2 0.1 0.2
Si 1.53042 0.07539 0.37872 -1.0 2.4 -1.2
Br -3.80343 2.94022 -0.40418 0.5 -0.3 0.2
I 2.40607 2.27085 -0.29098 0.0 -1.0 0.6
H 1.37187 -3.02491 -1.18607 -0.8 0.7 0.9
H 0.87409 -1.91802 -2.29213 -1.0 0.8 -0.5
H -0.14126 -1.98914 -0.66851 0.8 -0.1 -0.9
H -1.52727 1.55579 0.46210 0.3 -0.1 0.4
H -0.62982 1.68963 2.02531 0.5 1.4 1.5
H -1.68577 0.27785 1.71112 -0.7 0.5 0.6
```
Positions in Å, forces in eV/Å.

=====

[3]
Here is a cluster of 2 separate species, C2H6BrN3 in total in a non-equilibrium geometry from the Open Molecules 2025 dataset. Energies are from ωB97M-V/def2-TZVPD.

The value obtained for the HOMO energy is -9.1 eV. Its structure (SMILES) is C1CNN=N1.Br. The calculation puts the LUMO energy at 0.930 eV.

Structure (XYZ):
```
12
Properties=species:S:1:pos:R:3:forces:R:3
C 1.55924 0.71677 -0.28436 -1.3 -0.9 1.3
C 1.64247 -0.81945 -0.04981 0.8 -0.7 -1.3
N 0.12076 0.86197 0.07069 2.0 -1.8 -2.3
N -0.44166 -0.25256 0.47967 -0.8 -0.5 0.6
N 0.30970 -1.22157 0.43076 0.0 -1.1 -0.3
Br -5.70372 0.32392 0.19428 -0.2 0.5 0.1
H 2.07027 1.19361 0.56879 0.7 0.5 -1.3
H 1.68232 0.97861 -1.36190 0.6 0.3 1.3
H 1.87584 -1.30801 -1.06912 -0.3 0.3 1.8
H 2.32316 -1.19654 0.75624 -0.1 0.6 -1.0
H -0.28735 1.64639 0.37953 -1.6 3.4 1.2
H -5.15101 -0.92315 -0.11478 0.2 -0.5 -0.1
```
Positions in Å, forces in eV/Å.

=====

[4]
Here is the molecule C2H6BrNO2S in a non-equilibrium geometry from the Open Molecules 2025 dataset. Energies are from ωB97M-V/def2-TZVPD.

The value obtained for the HOMO energy is -9.6 eV. Its structure (SMILES) is C[C@@H](Br)S(N)(=O)=O. The calculation puts the LUMO energy at 0.326 eV.

Structure (XYZ):
```
13
Properties=species:S:1:pos:R:3:forces:R:3
C -0.31202 1.41705 0.25050 2.8 -2.4 2.4
C 0.63534 0.63714 -0.62422 -0.4 -2.7 1.9
N -1.10792 -1.47031 0.02685 0.0 -1.4 -0.6
O 1.18328 -1.96478 -0.80735 0.2 -1.8 0.8
O 0.73879 -0.95078 1.55266 0.7 -1.3 1.2
S 0.49112 -1.21686 0.18721 -1.0 5.6 -3.2
Br 2.46460 1.09360 -0.17758 -0.1 0.3 -0.4
H -1.32511 1.26890 0.19109 -2.4 -0.4 -0.9
H -0.03173 1.07855 1.31203 -0.4 0.7 -1.3
H -0.03826 2.38808 0.23337 0.4 3.5 -0.2
H 0.49280 0.58583 -1.70187 0.0 0.0 0.2
H -1.31795 -1.93863 -0.83182 -0.2 -0.2 -0.4
H -1.87295 -0.92780 0.38914 0.5 0.2 0.5
```
Positions in Å, forces in eV/Å.

=====

The records above yield relative energy (zero: lowest compared OMol25 entry of this formula, charge and spin) values of 237.7; 442.4; 5.7; 108.4 kJ/mol, respectively.
The records above yield molar mass values of 203.885; 296.962; 151.995; 188.046 g/mol, respectively.